The following is a quantum chemistry calculation of a cluster of 2 separate species, C8H7INO3 in total, from the Open Molecules 2025 dataset.

Properties
E_LUMO: 2.22 eV
Energy: -24139.191 eV
Largest force on an atom: 0.07009 hartree/bohr
Highest occupied orbital energy: -3.910 eV
Net charge: -1

XYZ file:
```
20
Properties=species:S:1:pos:R:3:mulliken_charge:R:1
C -0.558 -1.333 -0.154 -0.743
C -1.563 -0.507 0.093 -0.008
C 0.820 -0.947 0.019 1.126
C 1.320 0.162 0.569 0.289
C 1.689 1.301 1.274 0.504
C -1.500 0.946 0.357 -0.558
C -0.616 1.849 -0.411 -0.114
C 1.836 -1.900 -0.450 -1.588
N -0.176 2.409 -1.339 0.544
O 2.733 0.522 0.773 -0.524
O 1.459 2.191 2.014 -0.514
O 0.511 2.915 -2.210 -0.702
I -5.426 -0.634 0.048 -0.889
H -0.848 -2.295 -0.391 0.476
H -2.475 -1.047 0.028 0.047
H -2.553 1.443 0.181 0.285
H -1.212 1.290 1.326 0.325
H 1.873 -1.954 -1.541 0.300
H 1.895 -2.896 0.120 0.278
H 2.790 -1.516 -0.303 0.465
```

---

The following is a quantum chemistry calculation of a structure of composition C8H7N3, from the Open Molecules 2025 dataset.

Properties
E_LUMO: -0.30 eV
Energy: -12875.578 eV
Largest force on an atom: 0.11119 hartree/bohr
Highest occupied orbital energy: -8.721 eV

XYZ file:
```
18
Properties=species:S:1:pos:R:3:mulliken_charge:R:1
C -0.359 -0.286 -1.765 0.265
C 0.983 -0.162 -1.512 -0.198
C 1.566 0.202 -0.281 -0.843
C 0.613 0.622 0.679 0.807
C 1.145 0.685 2.066 -0.083
C -0.954 0.520 2.870 0.004
C -0.773 0.521 0.436 0.289
C -1.305 0.111 -0.812 -0.774
H -1.458 -1.284 -2.973 0.281
H -0.221 -1.799 -3.314 0.312
H 1.840 -0.210 -2.148 0.348
H 2.616 0.098 -0.126 0.386
H 2.272 0.433 2.586 0.260
H -1.779 0.116 3.715 0.281
H -2.324 -0.001 -0.971 0.462
N -0.722 -0.636 -3.113 -0.640
N 0.396 0.533 3.126 -0.509
N -1.537 0.538 1.536 -0.651
```

---

The following is a quantum chemistry calculation of the molecule C8H7N3O2, from the Open Molecules 2025 dataset.

Properties
E_LUMO: 0.39 eV
Energy: -16972.158 eV
Largest force on an atom: 0.11205 hartree/bohr
SMILES string: C=C[C@H](C#N)Oc1nccc(=O)[nH]1
Highest occupied orbital energy: -9.143 eV

XYZ file:
```
20
Properties=species:S:1:pos:R:3:mulliken_charge:R:1
C 3.435 0.969 -0.065 -0.743
C 3.036 -0.289 -0.013 -0.507
C 1.620 -0.461 0.453 0.772
C 1.211 -1.899 0.386 0.013
N 0.989 -3.001 0.238 -0.392
O 0.723 0.397 -0.320 -0.304
C -0.669 0.378 -0.369 0.484
N -1.246 1.283 -1.134 -0.549
C -2.601 1.280 -1.021 0.028
C -3.368 0.544 -0.135 -0.510
C -2.766 -0.535 0.635 0.313
O -3.283 -1.285 1.331 -0.501
N -1.305 -0.558 0.437 0.064
H 4.428 1.197 -0.471 0.249
H 2.821 1.712 0.232 0.342
H 3.802 -1.068 -0.317 0.285
H 1.573 -0.186 1.475 0.220
H -3.163 2.102 -1.677 0.263
H -4.410 0.815 -0.220 0.352
H -0.827 -1.395 0.554 0.122
```